--- A ---
An isolated molecule of C3H5N3O, computed with ωB97M-V/def2-TZVPD.

Geometry as ORCA input:
```
! wB97M-V def2-TZVPD RIJCOSX def2/J DEFGRID3
* xyz 0 1
N -2.40183 -0.43355 -0.14690
C -1.08593 -0.21716 -0.07055
C 0.04227 -0.98610 -0.07603
C 1.08589 -0.14678 0.03171
O 2.45095 -0.36715 -0.10222
N 0.57454 1.16140 0.16051
N -0.76709 1.14895 0.02112
H -2.74883 -1.35087 0.29756
H -2.62586 0.50393 0.56953
H -0.17177 -2.14119 0.48089
H 2.90301 -1.22234 0.42384
H 0.94313 2.11033 -0.50795
*
```

Computed properties:
Kohn-Sham gap ... 8.38 eV
HOMO level ... -7.90 eV


--- B ---
An isolated molecule of C3H5N3O, computed with ωB97M-V/def2-TZVPD.

Geometry as ORCA input:
```
! wB97M-V def2-TZVPD RIJCOSX def2/J DEFGRID3
* xyz 0 1
H -2.41653 -1.38666 0.49121
N -2.90308 -0.89340 -0.33548
N -2.06482 -0.32256 -0.95878
N -0.67473 -0.64882 -0.49786
C 0.40498 -0.06897 -0.16410
C 0.55182 1.41983 -0.02159
C 1.50414 -0.93553 0.33172
O 2.46140 -0.52549 0.94040
H 0.02049 1.93548 -0.81958
H 1.60306 1.69481 -0.09176
H 0.17609 1.74826 0.94829
H 1.33718 -2.01694 0.17752
*
```

Computed properties:
Kohn-Sham gap ... 8.99 eV
HOMO level ... -9.62 eV


Short version: B is the most stable of them.